2 unconnected molecules or ions with the total composition C3H10N2O. Source: OMol25; level of theory: ωB97M-V/def2-TZVPD.

Its HOMO energy (spin up / spin down) is -12.889 / -12.887 eV. Its frontier orbital gap (spin up / spin down) is 8.81 / 5.39 eV. Its expectation value of S² is 0.762. The value obtained for the LUMO energy (spin up / spin down) is -4.08 / -7.50 eV.

Structure (ORCA input):
```
! RIJCOSX wB97M-V def2-TZVPD def2/J DEFGRID3
* xyz 1 2
C 2.09 0.84 0.13
C 1.75 1.45 -1.07
N 1.26 0.73 1.12
H 3.10 0.51 0.27
H 2.40 1.49 -1.94
H 0.94 2.15 -1.22
H -0.92 -1.28 1.33
H 0.27 0.96 1.12
H 1.54 0.09 1.86
N -1.38 -1.55 -1.15
C -1.60 -0.42 -0.31
O -1.61 -0.64 1.10
H -0.92 -2.38 -0.79
H -2.15 -1.79 -1.75
H -2.59 -0.02 -0.50
H -0.82 0.31 -0.54
*
```

Atom charges from the Löwdin analysis, given in e for atoms 1 to 6:
1 C -0.120
2 C 0.198
3 N 0.232
4 H 0.150
5 H 0.098
6 H 0.100

***

2 unconnected molecules or ions with the total composition C3H10N2O2. Source: OMol25; level of theory: ωB97M-V/def2-TZVPD.

Its HOMO energy is -9.212 eV. Its frontier orbital gap is 10.00 eV. The SMILES is CCNC(N)=O.O. The value obtained for the LUMO energy is 0.79 eV.

Structure (ORCA input):
```
! RIJCOSX wB97M-V def2-TZVPD def2/J DEFGRID3
* xyz 0 1
C -2.11 1.35 -0.95
C -0.77 1.72 -0.33
N -0.13 0.56 0.31
C 0.48 -0.48 -0.38
N 1.46 -0.15 -1.30
O 0.21 -1.65 -0.18
H -1.95 0.55 -1.69
H -2.76 1.03 -0.13
H -2.54 2.20 -1.47
H -0.92 2.42 0.50
H -0.09 2.24 -1.02
H 0.09 0.70 1.28
H 2.02 -0.95 -1.52
H 1.40 0.53 -2.03
O 0.79 -1.37 2.69
H 0.78 -1.49 1.73
H 1.58 -1.82 3.00
*
```

Atom charges from the Löwdin analysis, given in e for atoms 1 to 6:
1 C -0.084
2 C -0.262
3 N 0.020
4 C -0.594
5 N 0.159
6 O 0.059

***

What did we get for energy relative to the best compared isomer or geometry (same formula, charge and spin)? Answer: 45.19 22.86 kcal/mol, in the order shown.